Below is an isolated molecule of C5H5NOS at a distorted geometry, with properties calculated with wB97M-V/def2-TZVPD.

As for the total energy: -721.578403 Eh. As for the HOMO energy: -8.7 eV. The strongest force on any atom comes out at 1.0 eV/A. The structure (SMILES) is S=C1NC=C[C@@H]2O[C@@H]12. The energy relative to the best compared isomer or geometry (same formula, charge and spin) is 370.8 kJ/mol. As for the net charge: 0.

Each line ends with the natural charge from an NBO analysis.
Atoms and positions in Å:
S1 1.21 0.65 -2.75  -0.053
C1 0.59 0.12 -1.34  0.068
N1 1.27 0.16 -0.12  -0.605
C2 0.70 -0.05 1.16  0.006
C3 -0.65 -0.11 1.38  -0.282
C4 -1.30 0.25 0.08  0.021
O1 -2.05 -0.37 -0.97  -0.410
C5 -0.66 -0.58 -0.94  -0.016
H1 2.25 0.44 -0.16  0.422
H2 1.43 -0.10 1.97  0.220
H3 -1.08 -0.16 2.36  0.231
H4 -1.30 1.33 -0.06  0.197
H5 -0.41 -1.60 -0.62  0.201

Below is a cluster of 2 separate species, C5H5NOS in total at a distorted geometry, with properties calculated with wB97M-V/def2-TZVPD.

As for the total energy: -721.472992 Eh. As for the HOMO energy: -8.7 eV. The strongest force on any atom comes out at 9.0 eV/A. The energy relative to the best compared isomer or geometry (same formula, charge and spin) is 647.6 kJ/mol. As for the net charge: 0.

Each line ends with the natural charge from an NBO analysis.
Atoms and positions in Å:
C1 -1.33 -0.12 1.24  0.666
C2 0.50 -0.39 0.19  -0.100
C3 0.82 -0.18 -1.30  -0.247
C4 0.46 1.05 -1.77  -0.299
C5 -0.14 0.87 0.72  -0.528
H1 -0.35 -2.58 1.13  0.257
H2 1.20 -0.91 0.91  0.209
H3 1.17 -0.87 -2.06  0.233
H4 0.44 1.12 -2.87  0.246
H5 0.44 1.13 1.57  0.266
N1 -0.66 -1.04 0.44  -0.471
O1 -2.28 -0.17 2.18  -0.572
S1 -0.27 2.09 -0.37  0.339

Below is an isolated molecule of C5H5NOS2 at a distorted geometry, with properties calculated with wB97M-V/def2-TZVPD.

As for the total energy: -1119.820749 Eh. As for the HOMO energy: -8.8 eV. The strongest force on any atom comes out at 4.6 eV/A. The structure (SMILES) is O=C1C(=S)[C@H]2SCCN12. The energy relative to the best compared isomer or geometry (same formula, charge and spin) is 82.7 kJ/mol. As for the net charge: 0.

Each line ends with the natural charge from an NBO analysis.
Atoms and positions in Å:
O1 2.47 2.31 0.33  -0.517
C1 2.23 1.26 -0.11  0.608
C2 3.02 0.00 -0.34  -0.201
S1 4.44 -0.54 0.16  0.201
C3 1.59 -0.70 -0.90  -0.246
S2 0.69 -1.84 0.09  0.230
C4 -0.58 -0.66 0.65  -0.526
C5 -0.38 0.63 -0.18  -0.238
N1 1.06 0.60 -0.63  -0.417
H1 1.53 -0.78 -1.95  0.210
H2 -0.56 -0.42 1.64  0.212
H3 -1.61 -1.20 0.43  0.236
H4 -0.86 0.64 -1.15  0.211
H5 -0.66 1.58 0.30  0.237

Below is an isolated molecule of C5H5NS at a distorted geometry, with properties calculated with wB97M-V/def2-TZVPD.

As for the total energy: -646.330834 Eh. As for the HOMO energy: -8.4 eV. The strongest force on any atom comes out at 4.8 eV/A. The structure (SMILES) is C#C/C=N\C(C)=S. The energy relative to the best compared isomer or geometry (same formula, charge and spin) is 320.3 kJ/mol. As for the net charge: 0.

Each line ends with the natural charge from an NBO analysis.
Atoms and positions in Å:
C1 -1.27 -2.57 0.99  -0.096
C2 -0.31 -1.89 0.68  -0.093
C3 0.85 -1.22 0.32  0.133
N1 0.98 -0.01 -0.12  -0.459
C4 0.08 0.93 0.10  0.099
C5 0.24 2.05 -0.94  -0.667
S1 -0.97 0.87 1.40  -0.047
H1 -2.18 -2.95 1.03  0.216
H2 1.66 -1.90 0.14  0.207
H3 1.31 1.84 -1.34  0.235
H4 0.10 3.02 -0.52  0.237
H5 -0.48 1.83 -1.72  0.235

Below is the ion C5H5O2 with charge +1 at a distorted geometry, with properties calculated with wB97M-V/def2-TZVPD.

As for the total energy: -343.615594 Eh. As for the HOMO energy: -15.3 eV. The strongest force on any atom comes out at 1.0 eV/A. The energy relative to the best compared isomer or geometry (same formula, charge and spin) is 80.9 kJ/mol. As for the net charge: +1.

Each line ends with the Löwdin charge.
Atoms and positions in Å:
C1 -0.43 0.73 0.90  0.136
C2 -1.46 0.28 0.10  0.184
C3 1.68 -0.14 -1.94  -0.283
C4 0.70 -0.03 0.24  -0.198
C5 -0.59 -0.80 0.15  0.138
O1 1.15 0.60 -0.92  0.028
O2 1.74 -1.31 -1.98  0.152
H1 -0.44 1.23 1.85  0.167
H2 -2.49 0.50 -0.15  0.157
H3 2.01 0.59 -2.70  0.166
H4 1.51 -0.44 0.85  0.184
H5 -0.77 -1.85 0.38  0.170

Below is a structure of composition C5H5OS at a distorted geometry, with properties calculated with wB97M-V/def2-TZVPD.

As for the total energy: -666.562354 Eh. As for the HOMO energy: -14.6 eV. The strongest force on any atom comes out at 3.4 eV/A. The energy relative to the best compared isomer or geometry (same formula, charge and spin) is 140.6 kJ/mol. As for the net charge: +1.

Each line ends with the natural charge from an NBO analysis.
Atoms and positions in Å:
C1 -0.36 1.29 -0.11  -0.315
C2 -0.85 0.01 -0.80  -0.317
C3 0.43 0.89 1.03  0.360
C4 0.03 -1.18 -0.52  -0.239
C5 1.13 -1.24 0.15  0.133
O1 1.24 -0.17 1.06  -0.378
S1 -1.91 0.37 0.67  0.343
H1 -0.49 2.34 -0.57  0.326
H2 -1.39 0.04 -1.83  0.309
H3 0.61 1.68 1.78  0.260
H4 -0.34 -1.95 -1.06  0.243
H5 1.90 -2.07 0.20  0.276

Below is an isolated molecule of C5H5PS at a distorted geometry, with properties calculated with wB97M-V/def2-TZVPD.

As for the total energy: -932.874851 Eh. As for the HOMO energy (alpha / beta): -8.3 / -7.5 eV. The strongest force on any atom comes out at 8.1 eV/A. The energy relative to the best compared isomer or geometry (same formula, charge and spin) is 322.1 kJ/mol. As for the net charge: 0.

Each line ends with the natural charge from an NBO analysis.
Atoms and positions in Å:
C1 -0.61 0.02 1.64  -0.231
C2 -1.69 -0.51 0.95  -0.392
C3 0.21 -0.35 -0.38  -0.168
C4 0.53 0.00 0.90  -0.527
C5 0.95 0.29 -1.60  -0.631
P1 2.04 0.70 1.48  0.380
S1 -1.35 -0.89 -0.77  0.450
H1 -0.51 0.45 2.63  0.233
H2 -2.76 -0.38 1.18  0.232
H3 0.41 -0.60 -2.32  0.201
H4 0.61 1.26 -1.78  0.217
H5 2.20 0.03 -1.93  0.238

Below is an isolated molecule of C5H5PS at a distorted geometry, with properties calculated with wB97M-V/def2-TZVPD.

As for the total energy: -932.924228 Eh. As for the HOMO energy: -7.9 eV. The strongest force on any atom comes out at 3.7 eV/A. The structure (SMILES) is [H]/P=C/C=C\C=C=S. The energy relative to the best compared isomer or geometry (same formula, charge and spin) is 192.5 kJ/mol. As for the net charge: 0.

Each line ends with the natural charge from an NBO analysis.
Atoms and positions in Å:
H1 1.96 0.07 2.87  -0.063
P1 1.03 0.58 2.11  0.354
C1 1.01 -0.79 1.12  -0.565
C2 0.36 -1.14 -0.08  -0.301
C3 -0.44 -0.41 -0.83  -0.110
C4 -0.71 1.03 -0.76  -0.458
C5 -1.63 1.50 -1.55  -0.016
S1 -2.62 2.28 -2.43  0.231
H2 1.43 -1.64 1.79  0.235
H3 0.55 -2.07 -0.55  0.215
H4 -0.65 -0.92 -1.79  0.206
H5 -0.29 1.52 0.10  0.272

- Number 7 is which compound?
  C5H5PS